1.
{"formula": "C24H35ClNNdO2P2", "method": "ωB97M-V/def2-TZVPD", "total_energy_ev": -77414.30360, "lumo_energy_ev": [-0.07, 0.06], "multiplicity": 4, "homo_ev": [-6.793, -6.793], "gap_ha": [0.2472, 0.2517], "species": ["C", "C", "N", "C", "C", "C", "C", "P", "Nd", "P", "C", "C", "C", "C", "C", "C", "C", "O", "O", "H", "H", "H", "C", "C", "H", "H", "H", "H", "C", "C", "H", "H", "H", "H", "H", "H", "H", "H", "H", "H", "H", "H", "H", "H", "H", "H", "H", "H", "H", "H", "H", "H", "Cl", "C", "C", "C", "C", "C", "C", "C", "H", "H", "H", "H", "H", "H"], "positions_angstrom": [[-0.6583, 3.8459, -2.3669], [-0.7944, 2.5264, -1.8668], [0.1356, 2.0558, -0.9489], [1.0343, 2.9024, -0.4088], [1.0597, 4.2466, -0.7552], [0.2220, 4.7222, -1.7652], [-1.9158, 1.7517, -2.2702], [-2.3740, 0.1271, -1.6977], [-0.1874, -0.2243, 0.1585], [2.4978, 0.6293, 0.5317], [1.9744, 2.3897, 0.6890], [0.0804, -2.7169, -0.2976], [-0.9904, -3.3497, 0.3185], [-0.9172, -4.7457, 0.5314], [0.1828, -5.4728, 0.0689], [1.2290, -4.8207, -0.5868], [1.1702, -3.4151, -0.7867], [-0.8791, 1.1064, -5.3061], [0.5340, -1.9530, -4.5897], [-1.3159, 4.1560, -3.1721], [1.7552, 4.8973, -0.2338], [0.2487, 5.7729, -2.0470], [-3.9388, 0.7330, -0.9667], [-2.9544, -0.9948, -3.0181], [2.8917, 2.9899, 0.6811], [1.4892, 2.5368, 1.6688], [-0.9953, 1.1853, -4.3361], [-2.4726, 2.1834, -3.1332], [3.0592, 0.2665, 2.2397], [4.0599, 0.7852, -0.3763], [-1.8831, -2.7906, 0.6442], [-1.7343, -5.2565, 1.0603], [0.2353, -6.5508, 0.2384], [2.0908, -5.3846, -0.9538], [1.9897, -2.9140, -1.3140], [0.6993, -0.6538, -1.5495], [-0.0632, -2.5623, -4.0988], [0.2061, -1.0249, -4.4091], [0.0886, 1.3086, -5.3739], [1.4301, -0.6130, -1.5003], [-4.6141, 0.9756, -1.7981], [-4.3665, -0.0217, -0.3026], [-3.7173, 1.6519, -0.4086], [-3.7518, -0.5220, -3.6059], [-2.1531, -1.3090, -3.7005], [-3.3551, -1.9027, -2.5395], [4.8141, 1.3023, 0.2387], [4.4277, -0.2178, -0.6368], [3.8950, 1.3480, -1.3058], [3.9922, 0.8193, 2.4534], [2.2849, 0.5287, 2.9798], [3.2509, -0.8185, 2.3101], [-0.3243, 2.8220, 3.5074], [-0.3285, 1.2147, 4.1110], [0.1921, 0.9509, 5.3662], [0.3331, -0.3749, 5.7999], [-0.0299, -1.4240, 4.9537], [-0.6185, -1.1741, 3.7230], [-0.8656, 0.1698, 3.2938], [-1.5972, 0.4402, 2.0977], [0.4825, 1.7783, 6.0057], [0.7448, -0.5767, 6.7837], [0.1230, -2.4582, 5.2704], [-0.9334, -2.0044, 3.0749], [-2.2971, -0.3392, 1.7632], [-1.8780, 1.4668, 1.8639]], "forces_ev_per_a": [[0.553, 1.108, 0.246], [-0.677, -1.266, -0.034], [-0.152, -0.476, 0.159], [-0.121, 0.849, -0.090], [0.896, -0.510, 0.841], [-0.834, -0.572, -0.614], [1.396, 0.116, -1.647], [-0.083, 1.527, 0.002], [-1.461, -0.395, 2.280], [0.559, 0.650, 0.645], [-0.249, 0.334, -0.313], [-0.299, 2.572, -0.250], [0.489, -1.561, 0.183], [-0.620, 0.369, 0.077], [0.055, 0.188, 0.136], [0.105, 0.826, -0.344], [0.057, -1.877, 0.406], [1.636, 0.115, 0.725], [-0.901, 0.863, 0.791], [0.043, 0.053, 0.162], [-0.080, -0.011, -0.163], [0.052, -0.235, -0.081], [-0.338, -0.647, 0.347], [-0.080, -0.179, -0.227], [-0.185, 0.059, 0.120], [0.129, -0.142, -0.278], [-0.400, 0.119, -0.248], [0.087, -0.249, 0.885], [0.229, -0.248, 0.078], [0.320, -0.227, -0.355], [0.295, -0.230, 0.030], [0.380, 0.122, -0.296], [-0.048, 0.342, -0.058], [-0.287, 0.081, 0.126], [-0.225, -0.161, 0.180], [0.622, -0.699, -2.174], [0.603, 0.791, -0.415], [0.282, -1.645, -0.383], [-1.201, -0.189, -0.307], [0.524, 0.117, -0.438], [0.000, -0.056, 0.293], [-0.384, 0.145, -0.042], [-0.050, -0.413, -0.123], [0.183, -0.083, 0.092], [-0.150, 0.208, 0.233], [0.087, 0.299, -0.115], [-0.286, -0.142, -0.226], [0.001, 0.322, 0.043], [0.038, -0.167, 0.233], [-0.437, -0.220, 0.028], [0.219, -0.099, -0.269], [0.005, 0.445, 0.090], [-0.216, 0.700, -0.058], [-0.035, -1.481, 0.067], [0.097, -0.469, -0.065], [0.013, 0.210, -0.087], [0.022, -0.065, 0.063], [-0.007, 0.619, -0.060], [0.032, -0.125, 0.382], [0.186, 0.047, -0.815], [0.075, -0.093, -0.095], [-0.056, 0.025, -0.134], [-0.024, 0.314, -0.067], [0.040, 0.359, 0.335], [-0.147, 0.232, 0.353], [-0.278, -0.189, 0.241]], "lowdin_charge": [-0.051, -0.379, -0.046, -0.357, -0.074, -0.070, -0.353, 0.734, 1.367, 0.778, -0.303, -0.345, -0.199, -0.104, -0.112, -0.097, -0.168, -0.087, -0.099, 0.110, 0.103, 0.109, -0.282, -0.262, 0.093, 0.036, -0.019, 0.079, -0.250, -0.263, 0.074, 0.100, 0.099, 0.096, 0.073, -0.044, 0.041, 0.023, 0.062, 0.043, 0.049, 0.032, 0.046, 0.051, 0.022, 0.047, 0.054, 0.049, 0.057, 0.055, 0.037, 0.052, 0.727, -0.650, -0.126, -0.112, -0.108, -0.070, -0.391, -0.317, 0.101, 0.094, 0.104, 0.098, 0.030, 0.015]}

***

2.
{"formula": "C24H35N5NiOSi2", "method": "ωB97M-V/def2-TZVPD", "total_energy_ev": -91754.82502, "lumo_energy_ev": [0.21, -0.12], "multiplicity": 3, "homo_ev": [-6.381, -6.353], "gap_ha": [0.2420, 0.2292], "species": ["Ni", "O", "C", "N", "C", "C", "C", "C", "C", "C", "N", "C", "C", "C", "C", "C", "N", "H", "H", "H", "H", "H", "H", "H", "H", "H", "H", "C", "Si", "C", "C", "C", "Si", "C", "C", "C", "H", "H", "H", "H", "H", "H", "H", "H", "H", "H", "H", "H", "H", "H", "H", "H", "H", "H", "H", "N", "C", "C", "C", "C", "C", "N", "H", "H", "H", "H", "H", "H"], "positions_angstrom": [[0.0170, 1.0102, -0.1700], [-1.4005, 4.5146, -1.6431], [-1.1976, 3.4072, -1.1542], [-0.0502, 2.8811, -0.7264], [1.1852, 3.5770, -0.9549], [2.3282, 2.5930, -0.8133], [3.6585, 2.9921, -0.8809], [4.6541, 2.0393, -0.8025], [4.3104, 0.6998, -0.6700], [2.9733, 0.3738, -0.5960], [2.0105, 1.3037, -0.6521], [-2.3484, 2.4239, -0.9655], [-3.6588, 2.7970, -1.1816], [-4.6496, 1.8411, -1.0051], [-4.2979, 0.5530, -0.6400], [-2.9584, 0.2522, -0.4454], [-2.0135, 1.1784, -0.5973], [1.3440, 4.4213, -0.2718], [1.2159, 4.0038, -1.9653], [3.8926, 4.0415, -1.0032], [5.6940, 2.3351, -0.8550], [5.0587, -0.0783, -0.6226], [2.6254, -0.6499, -0.4985], [-3.8645, 3.8124, -1.4886], [-5.6893, 2.0991, -1.1606], [-5.0424, -0.2194, -0.5087], [-2.5852, -0.7334, -0.1865], [-1.9289, -4.0416, 0.0888], [-0.8002, -2.7589, 0.8768], [0.3913, -3.7797, 1.9358], [-1.8533, -1.8135, 2.1410], [-0.0455, -1.6821, -0.3481], [0.4362, -1.9190, -2.0583], [-0.7719, -2.9844, -3.0302], [0.5380, -0.2751, -3.0224], [2.1209, -2.7445, -2.3596], [-2.4521, -4.6243, 0.8510], [-1.3554, -4.7429, -0.5200], [-2.6746, -3.5759, -0.5592], [-0.0923, -4.2661, 2.7867], [1.1946, -3.1442, 2.3215], [0.8585, -4.5594, 1.3282], [-2.5765, -2.4817, 2.6149], [-2.4104, -0.9902, 1.6857], [-1.2383, -1.3981, 2.9407], [0.2354, -0.7175, 0.0912], [-1.7910, -2.5982, -2.9584], [-0.7806, -4.0143, -2.6700], [-0.4897, -3.0120, -4.0860], [-0.3766, -0.1151, -3.5998], [1.3761, -0.2624, -3.7232], [0.6627, 0.6215, -2.4023], [2.3172, -3.4576, -1.5540], [2.9383, -2.0165, -2.3617], [2.1747, -3.2826, -3.3088], [-1.0941, 2.8146, 2.2451], [-0.2181, 1.8870, 2.7176], [0.0334, 1.7721, 4.0965], [0.9340, 0.8407, 4.5365], [1.5830, 0.0153, 3.6162], [1.2657, 0.1669, 2.2919], [0.3821, 1.0810, 1.8323], [-1.3784, 3.5356, 2.8855], [-0.9515, 3.1122, 1.2929], [-0.4795, 2.4298, 4.7845], [1.1374, 0.7475, 5.5955], [2.2847, -0.7459, 3.9203], [1.6832, -0.4902, 1.5442]], "forces_ev_per_a": [[-0.410, 0.052, -0.703], [0.049, -0.008, 0.013], [-0.124, -0.097, -0.016], [-0.010, 0.304, 0.092], [0.080, -0.066, -0.061], [0.021, -0.015, -0.040], [-0.083, 0.032, -0.053], [0.066, 0.006, -0.021], [-0.029, -0.059, -0.013], [-0.026, 0.145, -0.037], [0.247, 0.008, 0.361], [0.118, 0.006, -0.015], [-0.006, -0.060, -0.032], [-0.029, 0.071, -0.029], [0.043, -0.124, 0.029], [0.058, 0.108, -0.192], [-0.027, 0.033, 0.249], [-0.026, -0.036, 0.030], [-0.004, 0.017, 0.016], [0.012, -0.003, 0.004], [0.000, -0.007, 0.004], [0.012, 0.009, -0.006], [0.048, 0.005, 0.033], [-0.006, 0.005, 0.002], [-0.001, -0.004, -0.004], [-0.014, 0.005, 0.002], [-0.145, 0.091, -0.187], [-0.058, -0.013, -0.076], [-0.114, -0.260, 0.203], [0.136, 0.051, -0.013], [-0.028, 0.125, -0.040], [-0.151, 0.552, -0.116], [0.030, -0.002, -0.476], [-0.049, -0.081, -0.006], [-0.201, 0.225, 0.082], [0.115, -0.046, 0.179], [0.007, 0.009, 0.032], [-0.005, -0.019, -0.043], [-0.031, -0.025, -0.020], [-0.056, 0.003, -0.001], [0.000, -0.024, 0.037], [0.039, 0.007, -0.007], [0.005, -0.047, -0.003], [0.049, -0.086, 0.265], [0.092, 0.098, 0.061], [0.521, -0.350, 0.431], [-0.009, 0.007, 0.004], [-0.022, -0.037, 0.007], [0.011, 0.020, -0.011], [-0.018, -0.047, -0.017], [0.017, -0.076, -0.048], [-0.047, -0.154, -0.176], [0.050, -0.051, -0.047], [0.012, -0.012, 0.035], [-0.059, 0.019, -0.037], [-0.100, 0.076, 0.101], [0.126, 0.010, 0.049], [-0.018, 0.027, -0.062], [0.056, -0.065, 0.091], [-0.074, -0.007, -0.053], [-0.196, 0.075, 0.108], [0.068, -0.261, 0.384], [-0.011, -0.014, -0.006], [0.021, -0.005, -0.238], [-0.016, 0.005, 0.003], [0.006, -0.004, 0.003], [0.019, 0.003, 0.021], [0.066, -0.042, -0.028]], "lowdin_charge": [0.616, 0.039, -0.510, -0.065, -0.142, -0.219, -0.011, -0.048, -0.037, -0.109, 0.041, -0.175, 0.009, -0.042, -0.033, -0.096, 0.072, 0.132, 0.137, 0.120, 0.112, 0.112, 0.092, 0.121, 0.111, 0.110, 0.072, -0.195, 0.339, -0.196, -0.175, -0.357, 0.346, -0.199, -0.175, -0.201, 0.026, 0.019, 0.021, 0.022, 0.005, 0.021, 0.029, -0.005, 0.014, -0.107, 0.024, 0.015, 0.027, 0.029, 0.031, -0.022, 0.020, 0.003, 0.022, 0.165, -0.348, -0.014, -0.059, -0.059, -0.124, 0.063, 0.105, 0.064, 0.113, 0.113, 0.108, 0.085]}